Computed, not measured: 8 unconnected molecules or ions with the total composition C21H56F3N2O26P5 in a non-equilibrium geometry, with the ωB97M-V functional and the def2-TZVPD basis.

```
113
Properties=species:S:1:pos:R:3:forces:R:3
O 26.785851 -4.894462 1.663872 0.00 0.21 0.46
C 25.160102 -8.427842 5.913786 -0.62 0.10 0.54
H 30.486731 -4.169705 8.632311 -0.06 -0.03 0.02
O 28.115647 -0.823297 -3.916080 -0.10 0.20 0.16
O 30.546347 -7.845562 6.697683 0.20 -0.44 0.47
H 24.988921 -7.574346 5.264254 0.23 -0.05 -0.19
H 28.257894 -1.073685 0.565347 -0.09 -0.01 -0.02
H 21.894788 -5.155221 0.479130 0.29 0.22 -0.48
H 30.780163 -10.207710 -5.223392 -0.25 -0.03 -0.11
H 26.956292 -5.285545 -2.783992 0.43 -0.01 0.04
O 27.930859 -1.402752 -1.431015 0.20 0.13 -0.01
H 28.123009 -2.784863 0.080424 -0.02 0.03 0.02
O 30.137107 -0.536885 -2.311938 -0.21 0.24 0.10
F 27.068962 -11.308082 3.850370 0.37 0.51 -0.21
C 25.257554 -2.229071 1.811727 -0.43 -0.68 -0.45
O 30.994747 -5.520775 5.896394 0.32 0.19 -0.29
O 24.289642 -0.248911 2.548062 0.11 -0.19 0.15
H 28.279672 -6.352295 1.682331 -0.12 0.00 0.00
O 28.426390 -8.756541 -2.849953 0.16 0.12 0.26
C 29.977607 -3.228213 -4.061656 0.52 -0.41 -0.63
H 30.689806 -8.341130 -0.344535 -0.07 0.01 -0.11
H 25.692065 -8.092480 6.803682 0.23 0.07 -0.17
O 31.288176 -6.059046 8.238334 0.36 -0.08 0.47
P 28.818988 -1.319880 -2.738631 -0.02 -0.21 -0.19
O 25.534769 -0.198739 0.795918 0.21 0.26 -0.10
C 22.599761 -2.035909 -3.010807 -0.31 0.73 0.09
O 29.171746 -6.715329 -4.248969 -0.22 0.00 -0.50
O 21.893647 -3.422252 -5.632206 -0.07 -0.22 0.02
H 29.638010 0.859392 -0.838017 0.26 -0.14 0.03
H 28.057086 -5.493614 3.188621 -0.35 0.12 0.02
C 31.859706 -8.416658 6.803864 0.07 -0.30 -0.63
H 31.757110 -9.499390 6.829362 -0.23 0.04 0.05
P 26.044375 -5.578106 0.465888 0.13 -0.84 -0.15
H 23.922868 -9.686563 7.199753 0.03 -0.18 -0.13
O 27.082044 -7.827259 4.098307 0.01 0.20 -0.04
H 29.952756 -4.905990 4.231582 0.27 0.20 -0.15
H 23.304798 -9.528526 5.516034 0.33 -0.24 -0.01
O 23.693978 -1.697505 -6.169932 0.24 0.45 -0.03
P 30.295802 -6.334201 7.062761 0.00 -0.10 -0.39
H 31.857176 -8.848451 -5.535310 -0.03 0.02 -0.06
H 26.207930 -3.484043 -6.488365 -0.02 0.11 -0.04
H 25.904027 -2.864218 -4.805587 0.05 0.27 -0.28
H 28.839658 -4.682380 1.814081 -0.15 0.10 -0.04
H 28.678928 -10.595532 -3.835288 0.25 0.19 0.14
O 20.026330 -4.308578 2.401395 -0.16 -0.15 0.45
O 23.596764 -2.566117 -3.874769 0.15 -0.08 0.14
C 21.825773 -4.173743 0.934272 -0.31 -0.08 0.84
H 25.704206 -9.055485 0.417624 -0.26 0.04 0.13
H 25.966306 -2.514201 1.049154 0.24 0.23 0.04
H 27.036963 -10.142897 -3.405695 0.15 0.10 0.23
C 29.858146 -7.719186 -0.689058 0.68 -0.21 0.32
C 30.859485 -9.125143 -5.198862 0.41 0.43 0.25
H 30.816466 -5.191430 10.059784 -0.18 -0.11 -0.11
H 27.418847 -3.805991 -1.857718 0.43 -0.22 0.11
H 26.553892 -8.176916 -0.838034 -0.05 0.15 0.03
C 23.136184 -1.391615 -7.441762 -0.25 0.10 -0.50
H 25.552534 -2.586499 2.790877 -0.05 0.39 0.17
C 25.751389 -8.101987 -0.097388 0.36 -0.04 -0.42
H 24.824804 -7.857462 -0.615220 -0.12 -0.14 0.12
H 22.079579 -1.657407 -7.474704 0.05 -0.08 0.03
C 30.624598 -5.707844 4.525312 -0.51 -0.49 0.36
H 32.420955 -8.170119 5.898663 0.12 0.12 0.18
H 30.123484 -8.606379 -5.808459 -0.07 -0.20 -0.14
H 23.234696 -0.322685 -7.625968 0.07 0.01 0.29
H 22.095812 -3.313617 0.338775 0.06 -0.26 -0.47
H 23.667322 -1.898635 -8.251091 0.01 -0.18 0.18
O 26.065985 -7.102172 0.872426 0.16 -0.15 0.31
C 27.587103 -10.089738 3.618272 -0.04 -0.37 -0.04
H 21.777764 -1.577634 -3.565228 -0.03 -0.29 -0.07
N 20.374880 -4.028939 1.281832 0.12 0.34 -0.63
C 28.526078 -1.807776 -0.191822 -0.11 -0.11 0.22
N 25.023491 -0.770427 1.735197 -0.06 0.06 -0.02
H 24.316539 -2.694143 1.519245 -0.02 0.01 0.21
H 30.726475 -3.986746 -3.834703 -0.07 0.10 0.29
H 32.386267 -8.092531 7.695392 -0.05 0.17 0.02
H 30.073398 -6.645359 4.393153 0.08 0.01 0.06
H 23.161695 -8.215807 6.601259 0.20 0.03 0.21
H 31.536618 -5.766591 3.939353 -0.01 0.29 -0.09
O 29.374875 -2.786081 -2.851476 0.07 -0.33 0.25
O 28.896883 -6.038181 7.308489 -0.63 0.18 -0.06
C 28.048932 -5.376203 2.109263 0.77 -0.29 0.00
O 30.170322 -7.212037 -1.991373 -0.42 -0.05 0.49
H 22.219134 -2.817615 -2.358747 -0.03 -0.04 -0.02
H 25.774898 -4.392613 -1.860898 0.04 0.01 -0.02
H 29.611208 -1.891937 -0.241397 0.01 0.07 -0.19
C 31.160771 -4.903883 9.067967 0.27 0.29 0.25
P 29.578161 -7.769170 -3.327818 0.28 0.50 0.26
C 26.828796 -8.966213 4.359963 0.25 0.15 -0.03
O 27.049136 -5.567594 -0.750851 0.33 0.08 0.00
H 30.473321 -2.407669 -4.582555 -0.13 0.02 -0.01
F 28.880439 -10.087721 4.002066 -0.54 -0.08 -0.23
O 30.749440 -8.694094 -3.829625 0.16 -0.48 -0.20
C 23.834458 -9.036108 6.333228 -0.31 0.35 -0.17
C 25.775992 -3.680660 -5.514242 -0.37 -0.78 0.93
H 29.778485 -6.876564 -0.008424 -0.16 0.11 -0.13
P 23.257280 -2.982660 -5.357525 0.09 -0.12 -0.06
H 32.153898 -4.469730 9.181360 -0.04 0.01 -0.14
H 22.392068 -4.186992 1.860048 -0.09 -0.02 0.04
H 23.041496 -1.226801 -2.427371 0.20 -0.23 0.07
O 24.383147 -4.056184 -5.628734 -0.15 0.29 -0.38
H 29.208424 1.352202 -2.451736 0.17 -0.12 -0.26
H 29.255079 -3.713529 -4.717678 -0.18 0.23 0.10
O 25.968538 -9.420553 5.242742 -0.11 -0.19 -0.18
C 27.995469 -9.750217 -3.751953 -1.08 -0.63 -0.68
H 30.936840 1.302076 -1.997579 0.01 0.09 0.07
O 19.638251 -3.658477 0.385094 0.13 -0.08 0.22
H 28.955079 -8.317525 -0.681420 -0.15 0.11 -0.03
H 27.781328 -9.349077 -4.748372 0.27 0.13 0.07
H 26.204094 -4.566099 -5.044441 0.46 0.07 -0.31
C 26.821950 -4.708017 -1.873396 -1.25 0.24 -0.51
F 27.542550 -9.852522 2.287365 0.09 -0.19 0.61
O 24.726508 -5.013606 0.222801 -0.53 0.52 -0.13
C 29.972440 0.822282 -1.878126 -0.27 0.18 0.05
```
Positions in Å, forces in eV/Å.

Properties
- E_HOMO: -10.471 eV
- Strongest force on any atom: 1.43 eV/Å
- SMILES string: CCOC(=O)C(F)(F)F.COP(=O)(OC)OC.COP(=O)(OC)OC.COP(=O)(OC)OC.COP(=O)(OC)OC.COP(=O)(OC)OC.C[N+](=O)[O-].C[N+](=O)[O-]
- 2S+1: 1
- Energy: -4906.1665 Eh